# 1
ORCA calculation (ωB97M-V with the def2-TZVPD basis set) on a cluster of 14 separate species, H28O14 in total.

Summary:
- relative energy (zero: lowest compared OMol25 entry of this formula, charge and spin) (kcal per mole) = 137.7
- Kohn-Sham gap (eV) = 10.5
- calculated total energy (Eh) = -1069.9815

The geometry in ORCA input format:
```
! RIJCOSX wB97M-V def2-TZVPD def2/J DEFGRID3
* xyz 0 1
O 1.5174 -0.2384 -3.1881
H 1.1607 -0.4797 -2.3741
H 1.0062 -0.8474 -3.7698
O -0.7909 4.4977 2.0675
H -0.6554 4.6685 1.1019
H -0.1984 3.7689 2.3989
O -1.1406 2.8507 -1.8013
H -1.9028 2.2315 -1.5056
H -1.5899 3.4804 -2.4091
O 0.2952 1.3515 2.4381
H 0.8562 0.6712 2.1237
H 0.6267 1.6516 3.3585
O -0.5220 -2.6838 -3.2243
H -0.0023 -3.1439 -3.8532
H 0.1247 -1.7971 -3.3060
O 2.7596 2.1525 3.2826
H 2.9573 1.2874 2.9130
H 2.5599 1.7392 4.1367
O 2.8451 -3.4179 0.6819
H 2.4898 -4.3022 1.0327
H 3.6836 -3.7534 0.6060
O 1.1137 0.2777 -0.8063
H 1.7051 0.0746 -0.1089
H 0.4433 0.9330 -0.8945
O -1.2773 1.2508 4.4624
H -2.2234 1.4464 4.3017
H -0.9642 2.1196 4.4385
O -3.5295 1.2908 0.6273
H -3.0385 1.2445 -0.2114
H -2.7668 1.5488 1.0790
O -3.3468 -1.1152 -3.9241
H -2.4748 -0.8272 -4.2686
H -3.3126 -2.1764 -3.7923
O 2.3232 -1.2197 2.5159
H 1.3840 -1.3319 3.0156
H 2.6721 -2.1363 2.8924
O -2.4675 -0.0119 -1.5172
H -3.1526 -0.6671 -1.5785
H -2.1941 -0.0818 -2.4032
O 2.1718 -4.5496 -1.5866
H 1.3881 -5.1041 -1.8235
H 1.8060 -3.6985 -1.3208
*
```

# 2
ORCA calculation (ωB97M-V with the def2-TZVPD basis set) on a structure of composition C4H10N3O5P.

Summary:
- Kohn-Sham gap (eV) = 9.6
- calculated total energy (Eh) = -1040.3204

The geometry in ORCA input format:
```
! RIJCOSX wB97M-V def2-TZVPD def2/J DEFGRID3
* xyz 0 1
O -2.3000 -1.1155 -0.9584
O 0.7546 -0.0805 -1.8483
N 0.8842 1.9624 1.3306
O -0.5709 -2.5734 -0.7453
O -1.2155 1.1431 -2.5187
O 1.0804 2.3517 -1.9982
C -1.3992 -1.5827 -0.2660
C 0.2584 1.0234 0.7728
N 0.1726 -0.2513 1.2815
N -0.5304 1.5149 -0.1093
C 1.4649 -0.9272 1.6277
C -1.1070 -1.0254 1.1481
P 0.0515 1.1779 -1.6398
H 1.3941 1.7020 2.1524
H -0.6723 -2.5888 -1.7059
H -1.7010 0.3998 -2.1265
H 1.5267 2.0291 -2.8181
H -0.3878 2.5062 -0.0153
H 1.2981 -1.9528 2.0294
H 2.0278 -0.3818 2.3867
H 2.0693 -1.0514 0.7441
H -1.1346 -1.8482 1.8853
H -1.9640 -0.4311 1.3915
*
```

| no. | lowest unoccupied orbital energy (Eh) |
| --- | --- |
| 1 | -0.00464 |
| 2 | 0.02273 |